# 1
ORCA calculation (ωB97M-V/def2-TZVPD) on an isolated molecule of CH2BrClN2O at a distorted geometry.

Element x y z (Å)
Br (2.74, 0.28, -0.16)
Cl (0.77, -2.07, 0.33)
O (0.24, 1.60, 0.79)
N (-1.31, 0.10, -0.04)
N (1.03, -0.43, -0.35)
C (-0.20, 0.67, 0.26)
H (-2.22, 0.47, -0.08)
H (-1.05, -0.63, -0.75)

Its net charge is 0. The value obtained for the HOMO-LUMO gap is 8.83 eV.

Atom charges from the Mulliken analysis, given in e for atoms 1 to 6:
1 Br -0.01
2 Cl -0.08
3 O -0.43
4 N -0.34
5 N -0.32
6 C 0.65

# 2
ORCA calculation (ωB97M-V/def2-TZVPD) on a structure of composition CH2BrClO2S3 at a distorted geometry.

Element x y z (Å)
Br (-4.24, 1.26, -0.40)
Cl (-0.58, 1.01, -0.73)
S (-3.29, -0.74, 0.46)
S (-0.25, -2.01, -0.98)
S (-2.06, -2.34, -1.36)
O (-2.13, -0.25, 1.23)
O (-4.32, -1.39, 1.20)
C (0.15, -0.30, -1.73)
H (-0.01, -0.31, -2.85)
H (1.10, -0.35, -1.51)

Its net charge is 0. The value obtained for the HOMO-LUMO gap (alpha / beta) is 6.81 / 6.31 eV.

Atom charges from the Mulliken analysis, given in e for atoms 1 to 6:
1 Br -0.12
2 Cl -0.07
3 S 0.71
4 S 0.13
5 S -0.02
6 O -0.42

# 3
ORCA calculation (ωB97M-V/def2-TZVPD) on a cluster of 2 separate species, CH2BrF2N in total at a distorted geometry.

Element x y z (Å)
Br (-1.06, -1.81, -0.50)
F (1.16, 1.38, -0.41)
F (-0.86, 0.87, -0.98)
N (0.43, -0.77, -0.21)
C (0.11, 0.61, -0.10)
H (0.91, -1.12, 0.61)
H (-0.69, 0.84, 1.58)

Its net charge is 0. The value obtained for the HOMO-LUMO gap is 9.59 eV.

Atom charges from the Mulliken analysis, given in e for atoms 1 to 6:
1 Br 0.02
2 F -0.19
3 F -0.23
4 N -0.35
5 C 0.25
6 H 0.33

# 4
ORCA calculation (ωB97M-V/def2-TZVPD) on an isolated molecule of CH2BrFO2S at a distorted geometry.

Element x y z (Å)
Br (-1.96, 1.40, -0.01)
S (-0.74, -0.46, -0.02)
F (1.76, -0.67, -0.10)
O (-1.10, -1.10, 1.24)
O (-0.99, -1.16, -1.23)
C (0.94, 0.35, 0.07)
H (1.11, 0.87, -0.91)
H (0.96, 0.77, 0.97)

Its net charge is 0. The value obtained for the HOMO-LUMO gap is 10.87 eV.

Atom charges from the Mulliken analysis, given in e for atoms 1 to 6:
1 Br -0.14
2 S 0.95
3 F -0.23
4 O -0.51
5 O -0.49
6 C -0.25

# 5
ORCA calculation (ωB97M-V/def2-TZVPD) on a cluster of 2 separate species, CH2BrN3 in total at a distorted geometry.

Element x y z (Å)
Br (2.09, -2.02, -0.86)
N (0.17, 0.47, 0.11)
N (0.12, 0.99, 1.29)
N (-1.19, 0.54, -0.25)
C (-0.91, 1.57, 0.63)
H (1.11, -2.40, 0.25)
H (-1.41, 0.85, -1.18)

Its net charge is 0. The value obtained for the HOMO-LUMO gap (alpha / beta) is 9.31 / 9.31 eV.

Atom charges from the Mulliken analysis, given in e for atoms 1 to 6:
1 Br -0.22
2 N 0.13
3 N -0.28
4 N -0.18
5 C 0.07
6 H 0.21

# 6
ORCA calculation (ωB97M-V/def2-TZVPD) on a cluster of 2 separate species, CH2BrNO3 in total at a distorted geometry.

Element x y z (Å)
Br (1.91, -1.93, 0.14)
O (-0.90, 2.31, -0.96)
O (-2.24, 0.49, 0.61)
O (0.49, 0.72, -1.25)
N (-0.44, 1.24, -0.72)
C (-1.09, 0.37, 0.33)
H (2.56, -2.89, 1.03)
H (-0.29, -0.31, 0.82)

Its net charge is 0. The value obtained for the HOMO-LUMO gap is 10.04 eV.

Atom charges from the Mulliken analysis, given in e for atoms 1 to 6:
1 Br -0.23
2 O -0.51
3 O -0.33
4 O -0.50
5 N 0.96
6 C 0.27

# 7
ORCA calculation (ωB97M-V/def2-TZVPD) on a cluster of 2 separate species, CH2BrO3P in total at a distorted geometry.

Element x y z (Å)
Br (0.29, 2.88, -1.80)
P (0.47, -1.47, 1.11)
O (1.54, -0.73, 1.81)
O (-0.92, -1.46, 1.66)
O (0.83, -2.45, 0.05)
C (-0.78, 1.17, -1.40)
H (-0.01, 0.52, -0.87)
H (-1.42, 1.54, -0.56)

Its net charge is -2. The value obtained for the HOMO-LUMO gap is 5.25 eV.

Atom charges from the Mulliken analysis, given in e for atoms 1 to 6:
1 Br -0.48
2 P 0.92
3 O -0.64
4 O -0.64
5 O -0.65
6 C -0.36

# 8
ORCA calculation (ωB97M-V/def2-TZVPD) on a cluster of 2 separate species, CH2BrP in total at a distorted geometry.

Element x y z (Å)
Br (-2.13, -0.30, 1.22)
P (0.31, -1.04, -0.85)
C (-0.62, -0.04, 0.09)
H (1.54, 1.43, 1.02)
H (0.89, -0.05, -1.48)

Its net charge is 0. The value obtained for the HOMO-LUMO gap (alpha / beta) is 8.12 / 8.53 eV.

And the Mulliken charges, in e, turn out to be:
1 Br -0.06
2 P 0.02
3 C -0.01
4 H 0.02
5 H 0.04

# 9
ORCA calculation (ωB97M-V/def2-TZVPD) on a cluster of 2 separate species, CH2BrP in total at a distorted geometry.

Element x y z (Å)
Br (2.52, -0.53, 0.09)
P (1.40, 1.29, -0.18)
C (-1.09, -0.03, 0.35)
H (-0.83, -0.96, -0.16)
H (-2.01, 0.23, -0.10)

Its net charge is 0. The value obtained for the HOMO-LUMO gap (alpha / beta) is 6.78 / 7.00 eV.

And the Mulliken charges, in e, turn out to be:
1 Br -0.06
2 P 0.16
3 C -0.61
4 H 0.24
5 H 0.27

# 10
ORCA calculation (ωB97M-V/def2-TZVPD) on a structure of composition CH2CaNaO at a distorted geometry.

Element x y z (Å)
Ca (1.33, 2.76, -1.23)
Na (1.68, -0.47, 2.38)
O (1.05, 1.36, 1.09)
C (-0.10, 0.87, 1.44)
H (-0.88, 1.67, 1.50)
H (-0.64, 2.28, -0.66)

Its net charge is +1. The value obtained for the HOMO-LUMO gap is 5.40 eV.

And the Mulliken charges, in e, turn out to be:
1 Ca 1.10
2 Na 0.89
3 O -0.43
4 C -0.40
5 H 0.16
6 H -0.32

# 11
ORCA calculation (ωB97M-V/def2-TZVPD) on a cluster of 2 separate species, CH2Cl2FNS in total at a distorted geometry.

Element x y z (Å)
Cl (2.02, 0.09, 1.06)
Cl (4.34, -1.73, 0.69)
S (-0.53, 2.69, -0.61)
F (2.68, -1.14, -1.01)
N (-1.64, 1.62, -0.44)
C (2.58, -1.40, 0.31)
H (1.95, -2.20, 0.66)
H (-2.51, 2.14, -0.21)

Its net charge is 0. The value obtained for the HOMO-LUMO gap (alpha / beta) is 7.42 / 7.42 eV.

Atom charges from the Mulliken analysis, given in e for atoms 1 to 6:
1 Cl -0.11
2 Cl -0.16
3 S 0.05
4 F -0.18
5 N -0.32
6 C 0.17

# 12
ORCA calculation (ωB97M-V/def2-TZVPD) on an isolated molecule of CH2Cl2N2 at a distorted geometry.

Element x y z (Å)
Cl (2.69, 0.65, 0.04)
Cl (0.74, -1.70, 0.00)
N (-1.21, 0.01, -0.12)
N (1.07, 1.05, 0.08)
C (0.11, -0.12, -0.03)
H (-1.76, -0.81, 0.07)
H (-1.63, 0.92, -0.03)

Its net charge is 0. The value obtained for the HOMO-LUMO gap is 9.08 eV.

Atom charges from the Mulliken analysis, given in e for atoms 1 to 6:
1 Cl -0.12
2 Cl -0.16
3 N -0.38
4 N -0.35
5 C 0.54
6 H 0.22

# 13
ORCA calculation (ωB97M-V/def2-TZVPD) on an isolated molecule of CH2Cl2NO3P at a distorted geometry.

Element x y z (Å)
Cl (-1.87, 0.39, -1.55)
Cl (-1.48, -2.38, 0.00)
P (-1.24, -0.36, 0.14)
O (-1.68, 0.30, 1.37)
O (0.37, 1.95, 0.07)
O (2.37, 1.12, -0.24)
N (1.19, 1.06, 0.04)
C (0.54, -0.33, 0.07)
H (0.95, -0.97, 0.93)
H (0.86, -0.78, -0.83)

Its net charge is 0. The value obtained for the HOMO-LUMO gap is 11.29 eV.

Atom charges from the Mulliken analysis, given in e for atoms 1 to 6:
1 Cl -0.15
2 Cl -0.20
3 P 0.95
4 O -0.55
5 O -0.49
6 O -0.54

# 14
ORCA calculation (ωB97M-V/def2-TZVPD) on an isolated molecule of CH2Cl3N3 at a distorted geometry.

Element x y z (Å)
Cl (-0.33, 1.89, 2.45)
Cl (-4.23, 0.87, 1.84)
Cl (-2.42, 0.08, -0.75)
N (-1.22, 1.29, -0.02)
N (-2.76, 1.44, 2.41)
N (0.08, 1.06, -0.06)
C (-1.80, 1.48, 1.58)
H (0.57, 1.71, -0.60)
H (0.59, 0.68, 0.75)

Its net charge is 0. The value obtained for the HOMO-LUMO gap is 9.54 eV.

Atom charges from the Mulliken analysis, given in e for atoms 1 to 6:
1 Cl -0.20
2 Cl -0.07
3 Cl -0.11
4 N -0.05
5 N -0.25
6 N -0.34

# 15
ORCA calculation (ωB97M-V/def2-TZVPD) on a cluster of 2 separate species, CH2Cl4Si in total at a distorted geometry.

Element x y z (Å)
Cl (0.06, -2.99, -2.09)
Cl (-2.07, 3.36, 0.89)
Cl (3.04, -0.48, -0.59)
Cl (0.84, 0.33, 1.49)
Si (1.10, -0.76, -0.20)
C (-0.11, -2.00, -0.66)
H (-1.69, 4.59, 1.40)
H (-1.16, -2.05, -0.24)

Its net charge is 0. The value obtained for the HOMO-LUMO gap is 7.92 eV.

Atom charges from the Mulliken analysis, given in e for atoms 1 to 6:
1 Cl -0.18
2 Cl -0.26
3 Cl -0.15
4 Cl -0.18
5 Si 0.58
6 C -0.38

# 16
ORCA calculation (ωB97M-V/def2-TZVPD) on a cluster of 3 separate species, CH2ClFO2S2 in total at a distorted geometry.

Element x y z (Å)
Cl (-2.86, 0.74, -0.94)
S (-0.38, -1.63, 0.29)
S (0.93, -3.07, 0.64)
F (1.38, 2.22, -0.11)
O (0.68, 0.49, -1.25)
O (-0.56, -0.61, 1.38)
C (1.19, 0.95, -0.32)
H (-1.79, 0.38, -0.39)
H (1.41, 0.53, 0.70)

Its net charge is 0. The value obtained for the HOMO-LUMO gap is 8.00 eV.

Atom charges from the Mulliken analysis, given in e for atoms 1 to 6:
1 Cl -0.19
2 S 0.47
3 S -0.13
4 F -0.21
5 O -0.37
6 O -0.39

# 17
ORCA calculation (ωB97M-V/def2-TZVPD) on an isolated molecule of CH2ClI3Si at a distorted geometry.

Element x y z (Å)
I (-1.08, -2.67, -0.40)
I (-1.53, 0.11, 2.24)
I (-2.38, 1.00, -1.57)
Cl (1.43, 1.91, 0.62)
Si (-0.71, -0.30, 0.04)
C (1.13, 0.31, -0.09)
H (1.69, -0.61, 0.36)
H (1.45, 0.25, -1.19)

Its net charge is 0. The value obtained for the HOMO-LUMO gap is 8.87 eV.

Atom charges from the Mulliken analysis, given in e for atoms 1 to 6:
1 I -0.03
2 I 0.01
3 I -0.13
4 Cl -0.12
5 Si 0.19
6 C -0.55

# 18
ORCA calculation (ωB97M-V/def2-TZVPD) on a cluster of 2 separate species, CH2ClI3Si in total at a distorted geometry.

Element x y z (Å)
I (-2.21, 3.33, 0.81)
I (-2.12, -2.67, 1.67)
I (-3.67, -1.35, -1.77)
Cl (0.24, -1.34, -1.35)
Si (-2.28, -0.76, 0.19)
C (-0.48, -0.17, -0.22)
H (0.09, 0.02, 0.61)
H (-0.41, 0.73, -0.65)

Its net charge is 0. Its spin multiplicity is 3. The value obtained for the HOMO-LUMO gap (alpha / beta) is 8.04 / 5.97 eV.

Atom charges from the Mulliken analysis, given in e for atoms 1 to 6:
1 I 0.01
2 I -0.07
3 I -0.06
4 Cl -0.16
5 Si 0.18
6 C -0.72

# 19
ORCA calculation (ωB97M-V/def2-TZVPD) on the ion CH2ClN2O3S with charge -1 at a distorted geometry.

Element x y z (Å)
Cl (-1.51, -2.21, -0.03)
S (-2.43, 0.73, -0.12)
O (-2.10, 2.10, 0.29)
O (-3.74, 0.26, 0.30)
O (-2.10, 0.45, -1.52)
N (-0.36, -3.24, -0.37)
N (-0.02, 0.22, 0.23)
C (-1.14, -0.24, 0.76)
H (0.85, -0.30, 0.30)
H (-0.11, 0.89, -0.53)

Its net charge is -1. The value obtained for the HOMO-LUMO gap (alpha / beta) is 6.93 / 7.67 eV.

Atom charges from the Mulliken analysis, given in e for atoms 1 to 6:
1 Cl 0.24
2 S 0.97
3 O -0.64
4 O -0.63
5 O -0.62
6 N -0.43

# 20
ORCA calculation (ωB97M-V/def2-TZVPD) on an isolated molecule of CH2ClN2OP at a distorted geometry.

Element x y z (Å)
Cl (-2.81, 0.11, -0.99)
P (-2.04, 0.12, 0.92)
O (0.60, 1.46, -0.10)
N (0.40, -0.93, 0.39)
N (-0.77, -0.77, 0.71)
C (1.15, 0.29, -0.17)
H (1.29, -0.28, -1.01)
H (2.18, -0.01, 0.25)

Its net charge is 0. The value obtained for the HOMO-LUMO gap (alpha / beta) is 7.44 / 7.44 eV.

Atom charges from the Mulliken analysis, given in e for atoms 1 to 6:
1 Cl -0.14
2 P 0.38
3 O -0.63
4 N -0.14
5 N 0.07
6 C -0.17

Summary of energy relative to the best compared isomer or geometry (same formula, charge and spin) in kcal/mol
0.0; 46.7; 73.4; 9.2; 146.1; 12.0; 15.3; 127.0; 114.5; 17.8; 38.9; 27.2; 0.0; 36.2; 95.9; 7.3; 8.2; 0.4; 147.5; 73.0
(order as listed above)